A structure of composition C33H41N8OSSeW, computed with ωB97M-V/def2-TZVPD.

```
86
Properties=species:S:1:pos:R:3:mulliken_charge:R:1
W 1.510 -0.580 -1.274 4.591
C 5.752 -0.970 -2.558 -1.110
N 4.549 -0.290 -2.077 0.366
C 4.619 1.122 -1.882 -0.729
C 3.542 1.894 -1.673 -0.383
N 2.260 1.414 -1.583 0.098
C 3.459 -0.920 -1.784 -0.814
S 2.869 -2.282 0.009 -0.475
C 1.122 2.104 -1.737 0.086
C 0.912 3.476 -1.968 -1.210
C -0.377 3.900 -2.178 -0.683
C -1.440 2.982 -2.164 -1.215
C -1.157 1.661 -1.915 -0.502
N 0.091 1.225 -1.685 0.451
H 6.145 -0.452 -3.430 0.355
H 5.485 -1.987 -2.832 0.350
H 6.508 -0.988 -1.772 0.354
H 5.612 1.540 -1.930 0.462
H 3.701 2.963 -1.575 0.321
H 1.747 4.160 -2.008 0.432
H -0.571 4.947 -2.373 0.452
H -2.457 3.294 -2.351 0.524
H -1.944 0.917 -1.897 0.607
C 1.456 -0.516 -3.497 -2.470
C 0.628 -1.618 -3.109 1.389
C 1.185 -3.017 -3.361 0.430
C 0.249 -4.102 -2.893 -1.236
C -1.066 -3.899 -2.825 -0.358
C -1.638 -2.586 -3.107 -0.878
C -0.836 -1.522 -3.236 -0.445
H 0.977 0.387 -3.857 0.478
H 2.398 -0.726 -3.995 0.309
H 3.024 -3.949 -2.855 0.357
H 0.675 -5.082 -2.702 0.354
H -1.731 -4.712 -2.558 0.510
H -2.712 -2.486 -3.198 0.410
H -1.249 -0.543 -3.449 0.765
C 1.425 0.386 0.821 -1.605
H 0.583 1.075 0.921 0.129
H 2.353 0.943 0.920 0.588
C -4.997 2.061 0.132 -1.021
C -4.715 1.391 1.467 -0.930
N -3.498 0.573 1.422 0.455
C -2.371 1.020 2.229 0.182
C -1.782 2.342 1.763 -0.839
C -3.634 -0.685 0.915 -0.051
O -4.712 -1.138 0.569 -0.664
C -2.407 -1.529 0.710 0.780
C -2.433 -2.887 1.000 -0.675
C -1.323 -3.645 0.688 -1.754
C -0.245 -3.049 0.051 -0.307
N -0.224 -1.752 -0.261 0.139
C -1.288 -1.017 0.083 0.173
H -5.906 2.661 0.190 0.448
H -5.140 1.307 -0.642 0.294
H -4.172 2.714 -0.160 0.153
H -5.550 0.749 1.747 0.484
H -4.582 2.133 2.255 0.480
H -1.605 0.247 2.212 -0.910
H -2.708 1.116 3.270 0.716
H -1.407 2.271 0.741 -0.025
H -0.958 2.638 2.417 0.148
H -2.524 3.141 1.791 0.487
H -3.314 -3.326 1.449 0.596
H -1.288 -4.704 0.903 0.544
H 0.633 -3.619 -0.209 0.531
H -1.236 0.034 -0.148 -0.452
N 2.524 -3.078 -2.801 0.037
C 2.811 -2.185 -1.774 -0.124
H 1.290 -3.136 -4.452 0.381
C 2.327 2.262 3.359 -0.953
N 1.232 1.573 4.033 0.275
C 0.560 2.057 5.139 -0.517
C -0.322 1.108 5.513 -0.480
N -0.169 0.049 4.645 0.421
C -0.904 -1.211 4.697 -0.760
C 0.777 0.346 3.738 -0.334
Se 1.326 -0.827 2.337 0.079
H 2.750 2.983 4.053 0.409
H 1.971 2.767 2.464 0.257
H 3.083 1.530 3.083 0.390
H 0.768 3.029 5.549 0.499
H -1.030 1.084 6.323 0.516
H -1.810 -1.060 5.278 0.316
H -0.297 -1.984 5.164 0.320
H -1.155 -1.516 3.683 0.228
```

As for the LUMO energy: -2.002 eV. As for the spin multiplicity: 1. Its total charge is +1.

A structure of composition C33H42BF3N7S4SbSe4Tc, computed with ωB97M-V/def2-TZVPD.

```
96
Properties=species:S:1:pos:R:3:mulliken_charge:R:1
Tc -3.027 -0.198 -0.337 -0.521
C -1.390 -0.023 -5.266 -2.023
C -0.487 0.128 -4.073 0.452
C 0.813 0.519 -4.182 -0.326
C 1.627 0.653 -3.046 -0.352
N 1.134 0.440 -1.839 -0.221
N -0.150 0.080 -1.725 0.683
B -0.604 -0.173 -0.218 0.678
N 0.116 -1.505 0.284 0.252
N 1.462 -1.567 0.348 0.234
C 2.012 -2.720 0.659 0.109
C 1.217 -3.879 0.832 -0.399
C -0.143 -3.806 0.824 -0.026
C -1.036 -5.004 1.026 -1.886
C -0.666 -2.531 0.566 0.533
S -2.363 -2.234 0.547 -0.466
C 3.522 -2.826 0.844 1.952
C 4.227 -1.469 0.765 -1.349
C 4.084 -3.780 -0.226 -1.653
C 3.786 -3.414 2.250 -1.689
N -0.145 1.049 0.676 0.144
N 0.897 0.938 1.503 -0.404
C 1.291 2.008 2.159 -0.335
C 0.693 3.263 1.910 -0.428
C -0.409 3.364 1.109 0.434
C -1.157 4.651 0.877 -1.821
C -0.848 2.162 0.546 0.824
S -2.335 2.035 -0.310 -0.221
C 2.450 1.853 3.140 2.252
C 3.748 2.006 2.322 -1.249
C 2.386 0.477 3.824 -1.410
C 2.403 2.941 4.220 -2.078
C -0.957 -0.102 -2.770 0.728
S -2.614 -0.561 -2.547 -0.260
C 3.109 0.994 -3.156 2.301
C 3.514 1.960 -2.033 -1.563
C 3.439 1.613 -4.515 -2.171
C 3.864 -0.344 -3.018 -1.388
H -0.860 0.217 -6.186 0.390
H -2.258 0.636 -5.180 0.419
H -1.773 -1.045 -5.343 0.417
H 1.225 0.722 -5.165 0.444
H 1.695 -4.842 0.987 0.535
H -0.472 -5.840 1.436 0.420
H -1.465 -5.320 0.071 0.351
H -1.868 -4.781 1.697 0.410
H 3.851 -0.850 -0.045 -0.067
H 5.297 -1.631 0.610 0.616
H 4.108 -0.916 1.701 0.270
H 3.966 -3.359 -1.231 0.297
H 3.611 -4.768 -0.207 0.335
H 5.150 -3.925 -0.043 0.526
H 3.277 -2.831 3.025 0.304
H 4.860 -3.381 2.453 0.465
H 3.467 -4.459 2.334 0.396
H 1.085 4.153 2.391 0.396
H -0.649 5.484 1.356 0.417
H -2.172 4.585 1.282 0.405
H -1.248 4.866 -0.192 0.371
H 3.791 1.280 1.505 -0.071
H 4.615 1.854 2.973 0.457
H 3.821 3.013 1.895 0.389
H 2.229 -0.324 3.102 -0.020
H 1.565 0.451 4.551 0.421
H 3.318 0.293 4.365 0.474
H 2.664 3.929 3.831 0.392
H 3.136 2.699 4.993 0.442
H 1.418 2.997 4.701 0.442
H 2.985 2.917 -2.133 0.384
H 4.587 2.161 -2.096 0.470
H 3.293 1.539 -1.048 0.158
H 2.845 2.514 -4.709 0.460
H 3.292 0.906 -5.339 0.459
H 4.491 1.904 -4.525 0.422
H 3.512 -0.895 -2.150 0.040
H 4.937 -0.158 -2.910 0.439
H 3.716 -0.968 -3.906 0.422
F -8.135 -1.772 -0.709 -0.199
C -8.177 -0.572 -0.130 0.551
F -9.389 -0.060 -0.256 -0.258
F -7.969 -0.764 1.221 -0.164
C -7.120 0.365 -0.654 -0.207
C -7.464 1.627 -1.095 -0.240
C -6.467 2.493 -1.527 -1.183
C -5.158 2.093 -1.455 -0.307
N -4.812 0.874 -0.988 0.318
C -5.772 0.007 -0.639 0.849
S -5.078 -1.552 -0.233 -0.421
H -8.502 1.933 -1.112 0.593
H -6.709 3.480 -1.905 0.442
H -4.358 2.743 -1.782 0.583
Se -4.413 -2.637 5.194 -0.079
Sb -5.259 -1.467 2.569 0.983
Se -3.925 0.486 2.478 -0.188
Se -6.507 -2.332 5.781 0.314
Se -7.289 -0.771 4.420 -0.018
```

As for the LUMO energy: -10.526 eV. As for the spin multiplicity: 1. Its total charge is +3.

A structure of composition C33H42Li2O17S in a non-equilibrium geometry, computed with ωB97M-V/def2-TZVPD.

```
95
Properties=species:S:1:pos:R:3:mulliken_charge:R:1
Li -1.585 1.544 2.419 0.720
Li -2.335 0.073 -2.718 0.817
S -0.300 0.154 -0.128 -1.055
O -0.914 0.915 0.903 0.028
O -1.185 0.446 -1.237 -1.185
O 1.003 0.670 -0.367 0.057
O -0.423 -1.268 0.095 0.664
C -4.148 0.479 3.752 -0.842
O -2.877 0.300 3.289 -0.566
H -4.324 1.503 4.275 0.246
H -4.352 -0.199 4.513 0.405
H -4.992 0.263 3.089 0.292
H -2.802 -0.351 2.700 0.420
C 2.058 -3.178 1.142 -0.561
O 1.114 -2.450 1.948 -0.538
H 2.210 -3.945 1.702 0.548
H 2.932 -2.515 1.042 0.135
H 1.683 -3.365 0.366 -0.004
H 0.636 -1.934 1.205 0.249
C -3.530 3.917 0.874 -0.836
O -2.825 2.690 1.203 -0.308
H -4.574 3.919 1.469 0.202
H -3.658 4.276 -0.145 0.259
H -2.889 4.646 1.312 0.387
H -2.172 2.486 0.492 0.356
C 3.453 3.342 2.787 -0.709
C 3.506 3.188 4.155 -0.805
C 2.935 2.123 4.783 0.815
C 2.179 1.149 4.057 -0.828
C 2.053 1.293 2.695 0.027
C 2.794 2.316 2.088 -0.037
O 2.604 2.528 0.737 -0.576
O 3.067 2.021 6.150 -0.576
H 3.994 4.113 2.095 0.286
H 3.958 3.838 4.677 0.725
H 1.864 0.319 4.640 0.390
H 1.488 0.446 2.313 0.698
H 2.203 1.842 0.174 0.124
H 2.654 1.209 6.490 0.294
C 5.352 -0.936 -0.937 -0.904
C 4.041 -0.551 -1.111 0.110
C 3.464 -0.345 -2.367 0.134
C 4.163 -0.525 -3.510 -0.309
C 5.551 -0.828 -3.360 -0.524
C 6.148 -1.034 -2.135 0.685
O 7.374 -1.490 -1.977 -0.538
O 2.238 0.049 -2.524 -0.463
H 5.857 -0.972 0.082 0.338
H 3.465 -0.433 -0.212 0.482
H 3.616 -0.585 -4.682 0.163
H 6.181 -0.794 -4.239 0.262
H 7.895 -1.404 -2.817 0.297
H 1.775 0.305 -1.728 0.325
C -5.379 -3.446 2.286 -0.763
C -4.005 -2.960 2.563 0.108
C -3.342 -2.343 1.619 -0.196
C -3.942 -1.974 0.381 0.044
C -5.319 -2.362 0.096 -0.794
C -5.973 -3.161 0.963 0.789
O -7.068 -3.802 0.616 -0.572
O -2.036 -2.168 1.856 -0.338
H -6.000 -4.083 2.952 0.371
H -3.420 -3.112 3.502 0.413
H -3.378 -1.416 -0.396 -0.012
H -5.710 -2.003 -0.761 0.451
H -7.471 -3.374 -0.237 0.319
H -1.609 -2.083 1.154 0.066
C 0.506 -5.631 -4.196 -0.438
C -0.480 -5.193 -3.270 -0.804
C -0.224 -4.082 -2.545 0.225
C 0.869 -3.232 -2.797 0.479
C 1.836 -3.678 -3.681 -0.459
C 1.621 -4.907 -4.403 0.562
O 2.663 -5.400 -5.210 -0.539
O -1.011 -3.643 -1.455 -0.638
H 0.301 -6.488 -4.949 0.109
H -1.339 -5.839 -3.199 0.444
H 1.007 -2.257 -2.133 -0.112
H 2.574 -2.937 -3.877 0.418
H 2.217 -6.179 -5.690 0.292
H -0.789 -2.843 -0.900 0.231
C -1.981 5.008 -2.286 -0.661
C -1.749 6.292 -1.674 -0.829
C -0.683 6.402 -0.783 0.828
C 0.077 5.241 -0.395 -0.467
C -0.204 4.040 -0.976 -0.219
C -1.264 3.907 -1.942 -0.020
O -1.506 2.680 -2.444 -0.449
O -0.286 7.556 -0.363 -0.489
H -2.809 5.137 -2.880 0.497
H -2.382 7.122 -1.980 0.412
H 0.807 5.437 0.320 0.467
H 0.371 3.108 -0.697 0.525
H -1.409 2.032 -1.963 0.724
H 0.297 7.375 0.255 0.250
```

As for the LUMO energy: -1.452 eV. As for the spin multiplicity: 1.

A structure of composition C33H42N6O3S2Y, computed with ωB97M-V/def2-TZVPD.

```
87
Properties=species:S:1:pos:R:3:mulliken_charge:R:1
Y -1.153 0.386 -0.913 0.378
O -0.331 -0.296 -2.766 0.581
C 0.090 0.176 -3.910 0.016
C 0.820 -0.643 -4.788 -0.894
C 1.272 -0.164 -5.998 -0.456
C 1.022 1.153 -6.395 -0.903
C 0.308 1.969 -5.553 -0.891
C -0.176 1.510 -4.313 1.118
C -0.903 2.461 -3.510 -0.680
N -1.485 2.272 -2.378 0.491
C -2.069 3.458 -1.735 -1.032
C -3.054 3.016 -0.665 -1.039
N -2.363 2.103 0.244 0.414
C -2.268 2.463 1.485 -0.852
C -1.484 1.881 2.525 0.817
C -1.539 2.531 3.843 -0.942
C -0.666 2.314 4.824 -1.455
C 0.482 1.401 4.597 -0.462
C 0.396 0.456 3.394 -0.281
C -0.596 0.829 2.320 -0.161
O -0.489 0.148 1.252 -0.028
H 1.025 -1.660 -4.477 0.436
H 1.836 -0.820 -6.650 0.445
H 1.387 1.521 -7.343 0.404
H 0.107 2.996 -5.840 0.394
H -0.945 3.465 -3.945 0.257
H -2.557 4.107 -2.468 0.578
H -1.265 4.023 -1.254 0.346
H -3.895 2.504 -1.143 0.062
H -3.454 3.887 -0.141 0.526
H -2.815 3.362 1.791 0.241
H -2.355 3.228 4.006 0.454
H -0.763 2.809 5.781 0.413
H 0.797 0.895 5.510 0.495
H 0.319 -0.612 3.582 0.778
C -4.482 -0.466 -1.359 -0.817
C -4.304 -1.313 -0.111 -0.862
N -3.073 -0.957 0.601 0.203
C -2.527 -2.069 1.380 -0.104
C -1.959 -3.178 0.489 -1.033
S -1.110 -2.585 -1.002 0.048
C -2.395 -2.829 -2.283 -0.979
C -2.973 -1.601 -2.994 -0.685
N -3.254 -0.413 -2.164 0.085
H -5.330 -0.847 -1.939 0.462
H -4.725 0.556 -1.065 0.077
H -5.193 -1.215 0.520 0.492
H -4.247 -2.364 -0.387 0.289
H -3.249 -0.177 1.227 0.091
H -1.731 -1.669 2.001 -0.291
H -3.278 -2.513 2.045 0.527
H -1.227 -3.753 1.056 0.582
H -2.723 -3.887 0.171 0.518
H -1.944 -3.456 -3.051 0.639
H -3.174 -3.429 -1.817 0.476
H -2.265 -1.281 -3.752 0.132
H -3.884 -1.932 -3.507 0.529
H -3.338 0.365 -2.812 0.316
C 4.550 -2.362 0.201 -0.958
C 3.145 -2.375 -0.394 -0.954
C 2.615 -0.992 -0.738 0.330
N 2.500 -0.191 0.481 0.429
C 1.988 1.026 0.544 0.048
S 1.377 1.813 -0.846 -0.427
N 1.933 1.660 1.740 0.146
C 1.813 1.020 3.042 1.460
O 1.648 2.067 4.001 -0.604
C 3.023 0.170 3.375 -0.980
C 2.930 -1.141 3.826 0.679
C 4.079 -1.854 4.154 -1.087
C 5.324 -1.259 4.036 -0.418
C 5.423 0.053 3.585 -0.901
C 4.281 0.762 3.254 -0.297
H 4.909 -3.378 0.367 0.400
H 4.594 -1.847 1.163 0.120
H 5.251 -1.864 -0.472 0.295
H 2.445 -2.865 0.292 0.236
H 3.137 -2.965 -1.312 0.504
H 1.641 -1.063 -1.222 -0.242
H 3.278 -0.481 -1.440 0.341
H 2.868 -0.599 1.329 -0.103
H 1.466 2.557 1.702 0.555
H 1.969 -1.628 3.924 0.412
H 3.995 -2.874 4.504 0.439
H 6.218 -1.813 4.294 0.423
H 6.393 0.524 3.490 0.428
H 4.356 1.783 2.901 0.469
```

As for the LUMO energy: -2.400 eV. As for the spin multiplicity: 1. Its total charge is +1.

A structure of composition C33H43As3Br3N3O4S2V, computed with ωB97M-V/def2-TZVPD.

```
92
Properties=species:S:1:pos:R:3:mulliken_charge:R:1
V -1.070 -1.290 -1.658 -0.240
Br -0.723 -3.174 -3.465 -0.580
C -1.741 -0.290 -5.779 -0.846
Br -2.259 0.086 -3.781 0.157
H -1.238 -1.256 -5.613 0.098
H -2.746 -0.594 -6.118 0.148
O -3.452 -2.485 3.347 -0.762
S -2.604 -1.588 2.576 1.159
O -3.236 -0.365 2.140 -0.636
N -1.821 -2.231 1.376 0.803
C -1.047 -3.327 1.603 -0.506
C -1.196 -4.226 2.657 -0.688
C -0.284 -5.260 2.900 -0.844
C 0.814 -5.433 2.111 -1.017
C 1.005 -4.564 1.011 1.369
C 2.154 -4.694 0.203 -0.772
C 2.334 -3.854 -0.847 -1.567
C 1.334 -2.908 -1.113 -0.449
N 0.251 -2.727 -0.387 0.736
C 0.073 -3.536 0.710 -0.365
C -1.308 -1.075 3.712 0.102
C -0.085 -0.659 3.201 -0.287
C 0.900 -0.204 4.064 -0.699
C 0.666 -0.165 5.433 -0.540
C -0.556 -0.590 5.938 -0.619
C -1.544 -1.051 5.077 -0.733
H -2.052 -4.115 3.306 0.712
H -0.460 -5.917 3.745 0.385
H 1.545 -6.210 2.300 0.321
H 2.872 -5.471 0.443 0.350
H 3.190 -3.915 -1.505 0.449
H 1.416 -2.313 -2.008 0.883
H 0.076 -0.694 2.130 0.350
H 1.854 0.120 3.663 0.463
H 1.437 0.190 6.107 0.362
H -0.739 -0.568 7.006 0.374
H -2.498 -1.401 5.450 0.457
C 1.446 3.366 2.076 -1.649
As 0.179 2.270 1.011 1.171
C -1.433 2.883 1.956 -1.216
C -0.045 3.496 -0.526 -2.204
C 0.955 3.405 -1.689 3.148
C 0.745 4.671 -2.540 -2.378
C 0.712 2.228 -2.655 -2.329
As 0.877 0.281 -2.330 1.255
C 2.689 0.117 -1.575 -1.358
C 1.384 -0.116 -4.171 -1.387
C 2.383 3.425 -1.132 -1.478
As 3.860 3.578 -2.434 0.276
C 4.127 5.528 -2.340 -1.222
C 5.266 3.136 -1.129 -1.162
H 1.214 4.431 1.997 0.427
H 2.472 3.193 1.753 0.319
H 1.355 3.062 3.121 0.406
H -1.182 3.704 2.630 0.467
H -1.878 2.058 2.509 0.288
H -2.165 3.209 1.221 0.324
H -0.030 4.515 -0.122 0.582
H -1.052 3.291 -0.893 0.578
H -0.293 4.729 -2.875 0.481
H 1.380 4.664 -3.431 0.447
H 0.968 5.570 -1.958 0.483
H 1.392 2.368 -3.502 0.628
H -0.301 2.301 -3.063 0.606
H 3.332 0.892 -1.994 0.204
H 3.094 -0.850 -1.871 0.667
H 2.676 0.180 -0.486 0.178
H 2.308 0.411 -4.423 0.421
H 0.575 0.167 -4.849 0.366
H 1.519 -1.195 -4.259 0.326
H 2.581 2.512 -0.565 -0.199
H 2.492 4.264 -0.438 0.998
H 3.370 6.033 -2.938 0.334
H 5.110 5.770 -2.745 0.428
H 4.065 5.881 -1.309 0.324
H 5.243 2.065 -0.930 0.287
H 5.111 3.676 -0.194 0.344
H 6.242 3.395 -1.540 0.414
S -1.868 0.428 -0.547 -0.083
Br -6.346 -4.582 1.969 -0.250
C -5.239 -3.660 0.732 0.085
C -4.326 -4.377 -0.024 -0.353
N -3.531 -3.787 -0.903 -0.439
C -3.610 -2.469 -1.021 0.875
C -4.485 -1.662 -0.309 0.106
C -5.336 -2.294 0.590 -0.620
C -4.654 -0.164 -0.430 0.427
O -5.758 0.292 -0.192 -0.750
O -3.650 0.637 -0.684 -0.471
H -4.234 -5.451 0.093 0.417
H -2.933 -2.020 -1.738 0.434
H -6.032 -1.701 1.165 0.503
```

As for the LUMO energy (alpha / beta): 3.841 / 3.841 eV. As for the spin multiplicity: 2. Its total charge is -2.

Here are the calculated DFT total energy numbers, same order: -126855.3223 -367605.1673 -80947.9772 -72700.1830 -487580.2424 (eV).
Here are the calculated energy relative to the best compared isomer or geometry (same formula, charge and spin) numbers, same order: 23.7 4.4 59.0 0.0 83.4 (kcal/mol).